No. 1
Below is a structure of composition C24H35BN5O8Pb, with properties calculated with ωB97M-V/def2-TZVPD.

Each line ends with the Mulliken charge.
CARTESIAN COORDINATES (ANGSTROEM)
Pb 0.09 -2.31 -14.05  0.7830
O -2.13 1.82 -11.53  -0.6050
C -2.78 0.96 -12.17  0.6072
O -3.95 1.11 -12.80  -0.5502
B -4.44 -0.18 -13.39  0.9738
O -3.27 -1.08 -13.21  -0.4754
C -2.33 -0.55 -12.43  0.8612
O -1.24 -1.02 -12.20  -0.7508
O -4.95 -0.04 -14.73  -0.6916
C -6.19 -0.39 -14.85  0.3311
O -6.87 -0.37 -15.86  -0.5533
C -6.70 -0.71 -13.46  0.5748
O -5.63 -0.58 -12.65  -0.1325
O -7.80 -1.11 -13.17  -0.6126
C -6.46 -0.81 -19.20  -1.0579
C -7.55 0.25 -19.39  -0.4849
C -7.07 1.50 -18.61  -0.0557
C -5.73 1.99 -18.91  0.3405
N -4.67 2.35 -19.15  -0.4865
H -6.97 -1.75 -19.41  0.3395
H -6.01 -0.84 -18.21  0.1086
H -5.62 -0.46 -19.80  0.4856
H -8.43 -0.27 -19.02  0.3220
H -7.76 0.68 -20.36  0.3148
H -7.20 1.22 -17.56  -0.1287
H -7.85 2.26 -18.71  0.3670
C -6.08 -4.04 -9.79  -1.4460
C -7.38 -3.81 -10.63  -0.0641
C -7.32 -4.30 -12.07  -0.0688
C -6.12 -3.97 -12.87  0.1339
N -5.15 -3.74 -13.39  -0.4697
H -6.05 -3.65 -8.77  0.3955
H -5.11 -3.81 -10.24  0.2990
H -6.00 -5.11 -9.61  0.4148
H -7.56 -2.73 -10.67  -0.0665
H -8.24 -4.25 -10.13  0.4604
H -8.14 -3.93 -12.68  -0.0539
H -7.36 -5.38 -11.94  0.5077
C -6.90 2.07 -8.14  -1.2216
C -6.00 0.95 -8.80  -0.1630
C -4.50 1.22 -8.81  -0.1673
C -3.83 1.98 -7.69  -0.0024
N -3.32 2.61 -6.87  -0.4561
H -7.83 1.66 -7.76  0.3308
H -7.14 2.84 -8.87  0.3145
H -6.32 2.55 -7.36  0.3846
H -6.36 0.38 -9.65  0.3194
H -6.06 0.23 -7.98  0.2232
H -4.18 1.75 -9.71  0.0764
H -3.86 0.37 -9.03  0.3677
C -12.33 -1.96 -12.84  -1.4336
C -10.91 -1.67 -12.35  0.6814
C -10.75 -0.43 -11.47  -0.0142
C -11.10 0.84 -12.00  0.1099
N -11.32 1.86 -12.45  -0.5079
H -12.93 -2.07 -11.94  0.3497
H -12.57 -2.80 -13.49  0.3910
H -12.61 -1.21 -13.59  0.3746
H -10.28 -1.58 -13.23  -0.3074
H -10.40 -2.46 -11.80  0.1508
H -9.68 -0.32 -11.31  -0.1067
H -11.34 -0.44 -10.55  0.3917
C -7.62 -4.25 -15.98  -1.0360
C -8.85 -3.35 -16.21  1.0016
C -9.99 -4.09 -16.80  -0.3799
C -9.69 -4.82 -17.99  0.1679
N -9.37 -5.42 -18.96  -0.4963
H -6.91 -3.67 -15.40  -0.0026
H -7.22 -4.41 -16.98  0.5265
H -7.92 -5.17 -15.48  0.2996
H -8.60 -2.48 -16.82  -0.1191
H -9.08 -2.86 -15.27  -0.5323
H -10.74 -3.31 -16.91  0.3377
H -10.48 -4.86 -16.21  0.2814

Results
**Molecular weight**: 739.6 g/mol
**Gap between HOMO and LUMO (alpha / beta)**: 5.74 / 6.92 eV
**2S+1**: 2



No. 2
Below is a cluster of 4 separate species, C24H35BrO7 in total, with properties calculated with ωB97M-V/def2-TZVPD.

Each line ends with the Mulliken charge.
CARTESIAN COORDINATES (ANGSTROEM)
O -1.08 1.31 3.21  -0.5060
C -0.86 0.83 2.14  0.2131
Br 1.01 0.70 1.58  -0.1627
C -1.97 0.38 1.23  0.1135
C -2.46 -1.05 1.54  -0.5129
O -3.23 -1.50 0.41  -0.3515
C -2.93 -2.76 -0.04  0.3824
O -3.64 -3.69 0.28  -0.5363
C -1.76 -2.99 -0.99  -0.5028
C -0.39 -2.79 -0.31  0.0563
O 0.12 -1.70 -0.22  -0.4670
C 0.24 -4.05 0.25  0.5367
C 1.35 -4.56 -0.35  -0.3271
C 1.87 -5.72 0.16  -0.4441
C 1.27 -6.31 1.22  -0.3818
C 0.16 -5.79 1.83  -0.9393
C -0.37 -4.63 1.33  -0.0309
H -2.84 1.04 1.36  0.4825
H -1.71 0.39 0.17  0.0033
H -3.15 -1.00 2.38  0.4236
H -1.65 -1.73 1.82  0.1737
H -1.80 -2.38 -1.89  0.4803
H -1.83 -4.04 -1.29  0.3412
H 1.80 -4.07 -1.19  0.4523
H 2.74 -6.15 -0.33  0.4465
H 1.67 -7.22 1.63  0.3147
H -0.34 -6.26 2.66  0.4067
H -1.25 -4.17 1.75  0.3181
C 5.79 -5.24 4.00  -0.5539
C 4.51 -4.79 4.67  -0.5675
C 3.54 -4.71 3.50  -0.2985
O 3.96 -5.71 2.56  -0.2734
C 5.26 -6.20 2.94  -0.5266
H 6.50 -5.72 4.67  0.3347
H 6.28 -4.39 3.52  0.2673
H 4.17 -5.54 5.39  0.2762
H 4.60 -3.84 5.20  0.3536
H 3.59 -3.74 3.00  0.2440
H 2.51 -4.90 3.79  0.2070
H 5.14 -7.21 3.34  0.2869
H 5.90 -6.24 2.05  0.2720
C -1.65 4.03 -2.26  -0.1034
C -2.12 3.21 -3.45  -0.6869
C -1.47 1.86 -3.18  -0.5038
O -1.39 1.72 -1.76  -0.2697
C -1.67 2.99 -1.15  -0.4551
H -2.27 4.89 -2.04  0.0432
H -0.63 4.38 -2.42  0.2260
H -3.21 3.12 -3.43  0.3136
H -1.83 3.64 -4.41  0.3162
H -0.46 1.82 -3.59  0.2954
H -2.05 1.03 -3.59  0.2873
H -2.66 2.93 -0.68  0.2562
H -0.93 3.19 -0.37  0.2868
C -1.18 9.18 -3.53  -0.5579
C -1.30 9.10 -2.01  -0.5858
C -2.10 7.82 -1.82  -0.3896
O -1.77 6.96 -2.92  -0.3002
C -1.04 7.71 -3.90  -0.4984
H -0.35 9.78 -3.87  0.3273
H -2.10 9.58 -3.95  0.2578
H -0.31 8.99 -1.56  0.2766
H -1.78 9.97 -1.56  0.3392
H -3.18 8.02 -1.86  0.2728
H -1.88 7.32 -0.88  0.2749
H 0.01 7.39 -3.86  0.2821
H -1.43 7.48 -4.89  0.2907

Results
**Molecular weight**: 515.4 g/mol
**SMILES**: O=C(Br)CCOC(=O)CC(=O)c1ccccc1.C1CCOC1.C1CCOC1.C1CCOC1
**Gap between HOMO and LUMO**: 10.03 eV
**2S+1**: 1



No. 3
Below is a structure of composition C24H35ClSbSe4Tc, with properties calculated with ωB97M-V/def2-TZVPD.

Each line ends with the Mulliken charge.
CARTESIAN COORDINATES (ANGSTROEM)
Tc 0.57 0.06 0.31  0.9024
C 0.32 2.08 -0.49  -0.3557
C -0.57 1.25 -1.22  -0.3024
C -1.50 0.68 -0.25  1.3437
C -1.14 1.28 1.02  -1.0482
C -0.01 2.12 0.89  0.7301
C 0.65 2.97 1.95  1.4153
C 0.30 4.44 1.66  -1.7234
C 2.17 2.79 1.89  -1.4713
C 0.14 2.59 3.34  -1.6125
C -2.75 -0.18 -0.40  1.0945
C -2.52 -1.42 -1.26  -1.3603
C -3.24 -0.68 0.97  -1.8951
C -3.90 0.70 -0.94  -1.5674
C -0.41 1.11 -2.76  1.9959
C 0.45 2.28 -3.28  -2.1176
C -1.76 1.22 -3.48  -1.7823
C 0.30 -0.18 -3.18  -1.8431
H 1.17 2.60 -0.92  0.6597
H -1.67 1.11 1.94  0.6895
H 0.67 4.74 0.68  0.3533
H 0.76 5.09 2.41  0.4699
H -0.78 4.59 1.69  0.3788
H 2.58 3.05 0.92  0.3236
H 2.45 1.75 2.12  0.1851
H 2.65 3.43 2.63  0.4817
H -0.94 2.76 3.43  0.3417
H 0.63 3.21 4.09  0.4708
H 0.35 1.55 3.59  0.1759
H -1.89 -2.14 -0.73  -0.0209
H -2.04 -1.20 -2.21  0.1525
H -3.47 -1.91 -1.48  0.5375
H -2.49 -1.29 1.48  0.2268
H -4.11 -1.32 0.81  0.5063
H -3.56 0.13 1.62  0.3629
H -3.78 0.99 -1.97  0.2120
H -3.99 1.61 -0.34  0.3741
H -4.84 0.15 -0.85  0.4894
H 0.05 3.25 -2.97  0.4151
H 0.45 2.25 -4.36  0.4677
H 1.49 2.21 -2.96  0.3761
H -2.29 2.13 -3.21  0.3882
H -2.40 0.36 -3.31  0.2491
H -1.56 1.26 -4.56  0.5502
H 1.35 -0.18 -2.85  0.3867
H 0.32 -0.24 -4.27  0.5811
H -0.19 -1.08 -2.81  0.1575
Se 0.83 -2.16 5.52  -0.1641
Sb -0.42 -4.10 4.57  0.5535
Se 1.88 -1.28 3.62  0.1466
Se -0.06 -1.11 2.34  0.2587
Se -0.34 -3.60 2.19  -0.0257
Cl 4.58 -2.08 1.38  -0.1626
C 3.48 -3.18 0.63  0.5269
C 3.78 -4.53 0.63  -0.6160
C 2.93 -5.42 -0.02  -0.5038
C 1.79 -4.97 -0.67  -0.6974
C 1.49 -3.62 -0.65  -0.2264
C 2.32 -2.71 0.01  0.8050
C 1.93 -1.31 0.02  -1.2689
H 4.68 -4.88 1.12  0.4819
H 3.19 -6.48 -0.03  0.4380
H 1.16 -5.67 -1.20  0.4537
H 0.60 -3.25 -1.16  0.3056
H 1.42 -1.04 -0.98  -0.3164
H 2.72 -0.56 0.29  0.6666

Results
**Molecular weight**: 894.6 g/mol
**Total charge**: +2
**Gap between HOMO and LUMO**: 5.47 eV
**2S+1**: 1



No. 4
Below is a structure of composition C24H35ClSbSe4Tc, with properties calculated with ωB97M-V/def2-TZVPD.

Each line ends with the Mulliken charge.
CARTESIAN COORDINATES (ANGSTROEM)
Tc -0.50 0.64 0.27  -0.1676
C 1.65 1.07 -0.04  0.5416
C 1.08 2.32 0.40  0.4886
C 0.51 2.07 1.71  0.3425
C 0.84 0.70 2.03  -0.3536
C 1.65 0.12 1.02  0.8105
C 2.61 -1.04 1.18  1.2950
C 3.84 -0.35 1.82  -1.5033
C 2.10 -2.10 2.15  -1.4466
C 3.03 -1.65 -0.15  -1.6069
C -0.16 2.96 2.76  1.0563
C -0.68 2.12 3.93  -1.9229
C 0.94 3.88 3.32  -1.5889
C -1.36 3.76 2.23  -1.7810
C 1.50 3.60 -0.36  1.0323
C 0.70 4.88 -0.12  -1.9496
C 1.57 3.38 -1.88  -1.6425
C 2.94 3.83 0.15  -1.5290
H 2.17 0.93 -0.98  0.3653
H 0.59 0.22 2.96  0.8328
H 3.60 0.07 2.80  0.3587
H 4.23 0.45 1.18  0.3042
H 4.63 -1.09 1.94  0.4889
H 1.80 -1.68 3.11  0.3312
H 2.91 -2.81 2.35  0.4550
H 1.26 -2.66 1.74  0.2158
H 3.52 -0.92 -0.80  0.3666
H 2.19 -2.09 -0.69  0.2909
H 3.75 -2.45 0.03  0.4375
H 0.13 1.66 4.50  0.3565
H -1.38 1.35 3.60  0.3000
H -1.22 2.78 4.61  0.4768
H 1.79 3.30 3.68  0.3572
H 0.54 4.44 4.16  0.5155
H 1.31 4.60 2.59  0.2177
H -2.24 3.11 2.15  0.3344
H -1.18 4.25 1.28  0.2073
H -1.61 4.54 2.96  0.5989
H -0.31 4.85 -0.54  0.2990
H 1.22 5.69 -0.64  0.5814
H 0.63 5.16 0.92  0.3377
H 0.59 3.16 -2.31  0.3063
H 2.28 2.61 -2.17  0.3488
H 1.91 4.31 -2.34  0.5005
H 2.95 4.02 1.22  0.3080
H 3.36 4.71 -0.35  0.4920
H 3.59 2.98 -0.06  0.3137
Se -2.58 -4.88 1.19  -0.2912
Sb -2.20 -4.36 3.41  0.5195
Se -2.07 -1.22 1.21  0.1925
Se -0.42 -1.75 -0.27  -0.1981
Se -1.50 -1.79 3.39  -0.1468
Cl -4.26 1.05 -0.37  -0.0808
C -3.13 0.37 -1.47  0.5125
C -3.46 -0.77 -2.18  -0.4941
C -2.57 -1.27 -3.12  -0.3562
C -1.36 -0.63 -3.40  -0.9203
C -1.02 0.49 -2.67  -0.3179
C -1.86 0.98 -1.65  0.3440
C -1.38 2.06 -0.78  -1.1571
H -4.42 -1.24 -2.02  0.5089
H -2.84 -2.16 -3.67  0.4608
H -0.70 -1.01 -4.17  0.4798
H -0.07 0.99 -2.86  0.3987
H -1.92 2.13 0.22  0.5382
H -1.18 3.06 -1.14  0.6345

Results
**Molecular weight**: 894.6 g/mol
**Total charge**: +2
**Gap between HOMO and LUMO**: 6.31 eV
**2S+1**: 1



| no. | E_tot (hartree) |
| --- | --- |
| 1 | -2028.92529 |
| 2 | -4036.12307 |
| 3 | -11321.92063 |
| 4 | -11321.95280 |